Density functional theory data (wB97M-V/def2-TZVPD) for C19H23NO in the gas phase.

The calculation puts the orbital gap at 9.7 eV. Its charge is 0. The HOMO energy comes out at -8.9288 eV. The value obtained for the total energy is -867.837665 Eh.

Atoms and positions in Å:
O  0.95240  2.54503  -0.83596
N  1.57042  1.38432  0.99600
C  1.86645  -1.92235  -1.49034
C  -5.15447  -0.04051  1.40044
C  1.65315  -2.55585  0.80825
C  -2.18369  -0.30660  -1.68247
C  0.76334  1.62836  -0.06574
C  -4.22596  0.73938  -0.66876
C  -0.40568  0.66195  -0.16198
C  4.33489  0.11637  0.53388
C  2.82249  2.08565  1.17487
C  1.25742  -2.69076  -0.51139
C  -5.17854  0.83652  0.32904
C  2.64740  -1.65252  1.14527
C  3.93294  1.56969  0.25392
C  -3.22076  -1.10776  0.46603
C  2.86110  -1.02400  -1.15039
C  -4.17310  -1.01411  1.46586
C  -3.23534  -0.23370  -0.61308
C  3.26103  -0.87200  0.17260
C  -1.12503  0.78651  -1.50090
H  -5.94336  1.59746  0.27111
H  -2.45677  -1.87097  0.52252
H  5.22898  -0.10878  -0.05403
H  -2.64887  -0.18487  -2.66323
H  -1.69537  -1.28326  -1.65506
H  -1.09778  0.87250  0.65748
H  1.43945  0.53009  1.51322
H  2.95478  -1.55798  2.17852
H  2.63814  3.13772  0.94131
H  3.11914  1.99763  2.22262
H  4.59489  0.01066  1.58992
H  -4.25003  1.42445  -1.50431
H  -5.89870  0.03357  2.17978
H  1.56531  -2.02574  -2.52242
H  -0.38885  0.71475  -2.30352
H  0.48188  -3.39459  -0.77635
H  -0.03067  -0.35585  -0.03338
H  -1.58822  1.77158  -1.56664
H  -4.14943  -1.70312  2.29806
H  3.59027  1.66930  -0.77644
H  3.33536  -0.43459  -1.92132
H  1.18793  -3.15507  1.57789
H  4.80680  2.21086  0.38370



Density functional theory data (wB97M-V/def2-TZVPD) for a molecular structure, C24H18NO5RuS.

The calculation puts the orbital gap (alpha / beta) at 5.5 / 5.7 eV. Its charge is -2. The HOMO energy (alpha / beta) comes out at -0.8599 / -1.0381 eV. Its multiplicity is 2. As for the expectation value of S²: 0.76. The value obtained for the total energy is -1849.395632 Eh.

Atoms and positions in Å:
Ru  -0.40885  0.20078  -0.46466
S  1.92116  -1.73152  -4.16109
O  0.32351  -1.65144  3.18158
O  -2.33278  -0.11844  0.40469
O  -1.03165  -2.18528  -0.99919
O  0.63682  -0.61429  1.22178
O  -3.50296  -0.87488  2.15383
N  0.52618  -0.18510  -2.27533
C  -2.03368  4.02757  0.53360
C  0.00392  5.28246  1.24072
C  -1.28741  2.97165  0.13130
C  0.68108  6.45059  1.54133
C  -4.32471  4.65015  1.41396
C  -0.39588  -4.35317  -0.60095
C  0.17340  -1.55633  1.96491
C  -5.47387  2.58061  -0.00750
C  0.03558  7.68215  1.48998
C  -2.21462  -2.79014  -0.45615
C  -1.97744  6.54517  0.80184
C  1.10374  -0.83263  -3.05376
C  -1.29821  7.71576  1.10849
C  -3.49958  3.85181  0.60984
C  -2.67518  -1.01710  1.25706
C  -1.94725  -4.29472  -0.67284
C  -4.11052  2.79769  -0.08358
C  -0.08699  -2.91003  -0.19666
C  -1.35179  5.29129  0.87638
C  -6.28330  3.40222  0.76945
C  -0.57784  -2.66734  1.23887
C  -5.69304  4.43136  1.48828
C  -0.56324  1.99933  -0.21910
C  -2.10614  -2.43607  1.03284
H  -2.43284  -4.88797  0.10333
H  -3.88512  5.42111  2.03219
H  0.03659  -4.56025  -1.58013
H  -3.48737  2.12884  -0.66252
H  -5.90810  1.74812  -0.54845
H  -2.69584  -3.09633  1.66545
H  -0.42576  -3.56746  1.83578
H  -2.31558  -4.62702  -1.64403
H  -7.34960  3.22208  0.84131
H  0.51159  4.32742  1.29360
H  -3.00025  6.60532  0.45550
H  -1.81758  8.66582  1.04152
H  0.92047  -2.56024  -0.40077
H  -6.30077  5.06312  2.12738
H  -0.01669  -5.08133  0.11704
H  0.56247  8.59635  1.73691
H  -3.09614  -2.39592  -0.95395
H  1.72836  6.40197  1.81778



Density functional theory data (wB97M-V/def2-TZVPD) for C11H12 in the gas phase in a non-equilibrium geometry.

The calculation puts the orbital gap at 9.4 eV. Its charge is 0. The HOMO energy comes out at -8.4839 eV. The value obtained for the total energy is -426.291568 Eh.

Atoms and positions in Å:
C  -1.22886  -2.79208  -0.69853
C  0.91315  -1.20039  0.09466
C  1.00731  -1.96544  -1.07961
C  -1.05202  -0.72852  3.13575
C  -0.70587  2.35806  1.51040
C  -0.30019  -1.14868  0.81511
C  -0.41702  -0.25035  2.00881
C  0.52199  1.86042  0.78335
C  -1.33656  -2.00690  0.43341
C  0.10841  1.17720  2.05424
C  -0.06502  -2.72959  -1.49368
H  0.30598  1.30760  -0.09899
H  -1.48109  -1.68968  3.27486
H  1.40217  2.51575  0.78893
H  -2.03894  -3.40474  -1.06540
H  -2.25253  -2.05146  1.04830
H  -1.11032  -0.07364  4.00385
H  -1.71251  2.12086  1.15345
H  0.73077  1.34519  2.92399
H  -0.60951  3.31937  2.02028
H  1.68701  -0.54706  0.38107
H  -0.07019  -3.20559  -2.49297
H  1.87215  -1.84971  -1.68334



Density functional theory data (wB97M-V/def2-TZVPD) for a gas-phase ion, C4H9N (charge +1) in a non-equilibrium geometry.

The calculation puts the orbital gap (alpha / beta) at 9.9 / 6.1 eV. Its charge is +1. The HOMO energy (alpha / beta) comes out at -14.9063 / -14.3322 eV. Its multiplicity is 2. As for the expectation value of S²: 0.76. The value obtained for the total energy is -212.191761 Eh.

Atoms and positions in Å:
N  0.44073  -1.29442  -1.78653
C  -0.36678  -0.13635  -1.50427
C  -0.50482  -0.07704  -0.02596
C  0.08784  0.85861  2.24152
C  0.40564  0.53282  0.85315
H  -0.90952  0.60153  2.59051
H  -1.35589  -0.15662  -1.97247
H  0.73944  -1.15849  -2.74787
H  0.18566  0.70523  -1.92518
H  0.82562  0.31486  2.84168
H  0.21076  1.92948  2.33112
H  0.04868  -2.21569  -1.66480
H  -1.04220  -0.93664  0.39252
H  1.23485  1.03271  0.37659